[1]
A 8-piece molecular cluster, C64H144N8 overall at a distorted geometry. Source: OMol25; level of theory: ωB97M-V with the def2-TZVPD basis set.

```
! RIJCOSX wB97M-V def2-TZVPD def2/J DEFGRID3
* xyz 9 2
C 0.2535 -6.0699 -0.5332
C -0.5304 -5.4190 -1.6139
C -1.6727 -6.3735 -2.1738
N -2.7072 -5.7421 -3.1364
C -3.5961 -4.7067 -2.4460
C -1.9921 -5.1775 -4.3655
C -3.1834 -5.1002 -5.4430
C -4.1124 -6.2265 -5.0577
C -3.6469 -6.7388 -3.7144
H -0.5245 -6.3851 0.1621
H 0.9093 -5.2900 -0.1464
H 0.7625 -6.9180 -0.9913
H 0.1552 -5.0621 -2.3824
H -1.0459 -4.5937 -1.1227
H -2.1706 -6.8187 -1.3125
H -1.1301 -7.1000 -2.7786
H -4.3041 -4.3347 -3.1866
H -2.9255 -3.8958 -2.1619
H -4.1570 -5.0716 -1.5855
H -1.3636 -4.2903 -4.2891
H -1.3704 -6.0005 -4.7182
H -3.6057 -4.1005 -5.5439
H -2.9617 -5.2737 -6.4960
H -5.1643 -5.9507 -4.9827
H -4.0097 -6.9681 -5.8499
H -4.3372 -7.0153 -2.9174
H -3.0970 -7.6380 -3.9920
C 2.2989 4.3618 4.2855
C 2.3078 5.8923 4.5736
C 3.3978 6.6955 3.8582
N 3.3132 8.2339 4.1299
C 2.0410 9.0016 3.7442
C 4.5787 8.9072 3.5396
C 5.4450 9.2865 4.7101
C 4.5065 9.6636 5.7630
C 3.5369 8.5088 5.6977
H 1.2979 3.9559 4.4314
H 3.0451 3.9444 4.9616
H 2.5855 4.2720 3.2377
H 2.3362 6.0833 5.6464
H 1.3537 6.3025 4.2424
H 3.1332 6.4765 2.8238
H 4.3169 6.3224 4.3101
H 1.8804 8.7977 2.6855
H 2.0763 10.0695 3.9598
H 1.2777 8.4665 4.3091
H 4.2656 9.7801 2.9667
H 5.2315 8.2949 2.9175
H 6.1277 10.1124 4.5108
H 5.9439 8.4284 5.1605
H 4.0668 10.6548 5.6517
H 4.9238 9.6402 6.7697
H 2.5607 8.6862 6.1491
H 3.9086 7.6157 6.1998
C 0.0651 -2.3420 -9.2688
C 0.3460 -2.7548 -7.7481
C 1.7342 -3.4159 -7.5848
N 2.0316 -3.9136 -6.1744
C 1.2568 -5.2202 -5.9605
C 1.5902 -2.8925 -5.0729
C 2.6828 -3.0314 -4.0154
C 3.8907 -3.1052 -4.9286
C 3.5064 -4.2368 -5.9862
H 0.0977 -3.1277 -10.0235
H 0.8743 -1.6853 -9.5882
H -0.8635 -1.7717 -9.2442
H -0.4306 -3.4243 -7.3782
H 0.3201 -1.9230 -7.0442
H 2.4965 -2.6713 -7.8138
H 2.0039 -4.2635 -8.2148
H 1.6794 -5.9847 -6.6125
H 0.2031 -5.0635 -6.1914
H 1.5786 -5.5579 -4.9754
H 0.5101 -2.9373 -4.9334
H 1.6522 -1.9334 -5.5871
H 2.5198 -3.8841 -3.3563
H 2.6312 -2.1303 -3.4042
H 4.7566 -3.4946 -4.3931
H 4.1443 -2.1998 -5.4800
H 3.6472 -5.1619 -5.4273
H 4.1222 -4.5234 -6.8387
C -5.3449 0.1925 6.3673
C -4.7217 -0.9268 5.5431
C -5.6184 -1.3933 4.3647
N -5.0844 -2.5937 3.5652
C -4.6295 -3.7194 4.5245
C -6.1900 -3.1364 2.5893
C -5.4195 -3.4766 1.2919
C -4.4370 -2.3764 1.1904
C -3.8906 -2.0960 2.6165
H -5.7107 1.0294 5.7724
H -4.7520 0.6978 7.1297
H -6.2714 -0.1798 6.8044
H -4.5269 -1.7143 6.2711
H -3.7607 -0.5977 5.1478
H -5.7612 -0.6163 3.6137
H -6.6253 -1.6944 4.6537
H -4.7921 -4.6307 3.9490
H -5.1525 -3.6773 5.4800
H -3.5689 -3.5257 4.6844
H -6.7677 -3.9286 3.0655
H -6.8334 -2.3347 2.2266
H -4.9038 -4.4361 1.3314
H -6.0150 -3.5480 0.3817
H -3.6430 -2.6931 0.5141
H -4.8424 -1.4348 0.8202
H -2.9997 -2.6981 2.7950
H -3.6741 -1.0539 2.8516
C 1.3482 3.4443 -0.5533
C 2.1148 2.2619 0.1207
C 1.3471 0.9540 0.4069
N 0.8439 0.1909 -0.9004
C 1.9202 0.2643 -1.9686
C -0.4240 0.8656 -1.5139
C -1.5320 -0.0499 -1.0775
C -0.8872 -1.4790 -1.1083
C 0.3588 -1.2189 -0.4699
H 0.3737 3.4833 -0.0665
H 1.1467 3.1418 -1.5809
H 2.0294 4.2907 -0.4653
H 2.6400 2.6632 0.9874
H 2.9565 1.9904 -0.5165
H 0.4001 1.1925 0.8909
H 2.0135 0.3240 0.9960
H 2.0343 1.3220 -2.2062
H 1.7244 -0.2987 -2.8812
H 2.8453 -0.1283 -1.5466
H -0.4329 0.9190 -2.6025
H -0.6560 1.9139 -1.3260
H -2.4129 0.0903 -1.7040
H -1.7410 0.1981 -0.0369
H -0.7137 -1.6722 -2.1669
H -1.4229 -2.2724 -0.5873
H 1.1299 -1.9479 -0.7191
H 0.2417 -1.1167 0.6089
C 3.9044 0.9725 4.0771
C 2.9478 -0.0411 4.6761
C 2.4700 -1.0625 3.6414
N 2.2503 -2.5497 4.1301
C 3.6044 -3.2282 4.1870
C 1.3873 -2.6190 5.4023
C -0.0030 -3.0471 4.8962
C -0.0802 -2.9296 3.4153
C 1.3532 -3.1850 3.0041
H 3.4565 1.6617 3.3612
H 4.7512 0.6098 3.4944
H 4.4702 1.4512 4.8764
H 2.0001 0.4139 4.9642
H 3.4093 -0.5341 5.5317
H 3.1401 -1.2635 2.8056
H 1.5329 -0.6368 3.2826
H 4.0527 -3.0923 3.2028
H 3.6282 -4.2918 4.4241
H 4.1971 -2.5727 4.8251
H 1.8580 -3.2310 6.1717
H 1.2734 -1.6484 5.8851
H -0.0521 -4.0917 5.2036
H -0.8382 -2.4879 5.3177
H -0.9172 -3.5165 3.0369
H -0.4144 -1.9206 3.1739
H 1.5805 -4.2484 3.0795
H 1.6887 -2.8622 2.0185
C 5.5616 0.9857 -2.6937
C 5.9052 1.1536 -1.2710
C 6.4646 2.5556 -0.9579
N 6.9418 2.7786 0.5256
C 7.8309 1.6457 0.9404
C 5.7276 3.0083 1.4163
C 5.4426 4.4832 1.3237
C 6.6178 5.1071 0.6245
C 7.6862 4.0429 0.7404
H 6.3570 1.2627 -3.3857
H 4.6538 1.5700 -2.8445
H 5.2882 -0.0254 -2.9953
H 6.7043 0.4615 -1.0055
H 5.0858 0.8496 -0.6197
H 5.6942 3.3105 -1.1149
H 7.3318 2.8809 -1.5325
H 8.1498 1.7389 1.9785
H 8.6532 1.5240 0.2353
H 7.2743 0.7134 1.0361
H 6.0132 2.6789 2.4154
H 5.0058 2.2073 1.2562
H 5.2860 4.8692 2.3309
H 4.4515 4.7476 0.9548
H 6.8845 6.0154 1.1649
H 6.3265 5.4102 -0.3811
H 8.2098 4.1088 1.6941
H 8.5237 4.1848 0.0572
C -7.9663 4.7719 -0.5440
C -8.2102 3.2726 -0.7658
C -7.3583 2.7788 -1.9904
N -7.3768 1.2229 -2.2015
C -8.7791 0.6821 -2.0591
C -6.2122 0.4238 -1.5433
C -4.9974 0.6588 -2.3831
C -5.3229 1.2139 -3.7303
C -6.8403 1.0229 -3.6554
H -6.9137 4.9447 -0.3199
H -8.4806 5.1935 0.3196
H -8.3051 5.4271 -1.3464
H -9.2840 3.1946 -0.9360
H -7.9724 2.8244 0.1989
H -6.2770 2.8819 -1.8994
H -7.8044 3.2478 -2.8674
H -8.8043 -0.2096 -2.6855
H -9.5419 1.4049 -2.3488
H -8.9121 0.4518 -1.0020
H -6.5176 -0.6189 -1.6306
H -6.1861 0.6441 -0.4762
H -4.4031 -0.2494 -2.4826
H -4.3910 1.4615 -1.9635
H -4.8366 0.7224 -4.5730
H -5.0609 2.2703 -3.7893
H -7.0872 -0.0113 -3.8956
H -7.4668 1.7472 -4.1758
*
```

**Orbital gap (spin up / spin down)**: 9.100 / 1.642 eV
**Total energy**: -2958.463939 a.u.
**Expectation value of S²**: 0.75

Löwdin atomic charge list, values in e, 4 entries: atom 1 (C): -0.086, atom 2 (C): -0.265, atom 3 (C): -0.053, atom 4 (N): -0.254

***

[2]
A 9-piece molecular cluster, C69H83Br2IN15O2S2 overall at a distorted geometry. Source: OMol25; level of theory: ωB97M-V with the def2-TZVPD basis set.

```
! RIJCOSX wB97M-V def2-TZVPD def2/J DEFGRID3
* xyz 1 1
C -5.3513 -1.5824 0.9176
C -3.9612 -1.1048 1.4037
C -4.1982 -0.2530 2.6848
C -3.2661 -0.2006 0.3393
C -1.9236 -0.7636 -0.1987
N -0.7944 0.1747 -0.0801
C -0.4496 0.6786 1.2516
C 0.0536 -0.4950 2.1472
C -0.8313 -0.7493 3.3745
Br 1.8562 -0.0696 2.7798
C -0.1069 0.5010 -1.1121
N 0.9634 1.3857 -1.2037
C 0.7448 2.8482 -1.2049
C -0.4015 3.3680 -0.3366
C -0.7743 4.7755 -0.7704
O -0.1856 5.3794 -1.6167
O -1.8337 5.3124 -0.1411
C 1.9593 0.8027 -2.1050
Br 3.2182 -0.0632 -0.8754
C 2.5393 1.6312 -3.2275
C 3.4479 2.8419 -2.9373
C 4.7454 2.5793 -2.1786
N 5.5501 3.8167 -2.2195
C 1.0266 -0.3928 -2.7456
I 1.3534 -2.1509 -1.3354
C 1.3932 -1.0537 -4.0472
C 0.4871 -1.1935 -5.0922
C 0.9526 -1.8629 -6.2192
C 2.2397 -2.3431 -6.2406
N 3.1527 -2.2079 -5.2710
C 2.6737 -1.5696 -4.2111
N -0.3236 -0.0482 -2.4175
C -1.1453 0.7889 -3.3330
C -2.0673 1.8240 -2.6746
C -3.3097 1.9548 -3.5856
S -4.5720 3.0259 -2.8570
C -4.4484 4.4795 -3.8924
S -4.4514 4.4221 -5.4959
N -4.3342 5.7119 -3.2136
C -3.1691 6.2996 -2.7949
C -3.5167 7.4857 -2.2264
N -4.8853 7.6257 -2.2718
C -5.3508 6.5651 -2.8578
H -5.7582 -0.9443 0.1368
H -6.0391 -1.5128 1.7597
H -5.3515 -2.6333 0.6362
H -3.3418 -1.9685 1.6387
H -4.2072 -0.9205 3.5441
H -3.4348 0.5092 2.8246
H -5.1618 0.2418 2.5893
H -3.1887 0.8188 0.7124
H -3.9404 -0.1764 -0.5163
H -2.0645 -1.0363 -1.2364
H -1.6595 -1.6805 0.3266
H 0.3781 1.3723 1.1762
H -1.2648 1.2304 1.7119
H 0.1596 -1.3676 1.5101
H -1.5754 -1.5192 3.1871
H -1.2890 0.1892 3.6777
H -0.2001 -1.0752 4.1966
H 0.5840 3.1863 -2.2275
H 1.6480 3.3042 -0.8096
H -1.2899 2.7441 -0.2830
H -0.0276 3.4661 0.6873
H -2.0057 4.8334 0.6782
H 3.0736 1.0063 -3.9393
H 1.6809 2.0241 -3.7871
H 3.7510 3.2084 -3.9225
H 2.9316 3.6866 -2.4888
H 4.4905 2.4308 -1.1299
H 5.2883 1.6994 -2.5297
H 6.2105 3.6810 -2.9779
H 6.0641 3.9114 -1.3557
H -0.5245 -0.8300 -5.0782
H 0.3107 -2.0077 -7.0747
H 2.5631 -2.8871 -7.1219
H 3.3777 -1.4452 -3.3930
H -1.8012 0.1008 -3.8639
H -0.5124 1.2949 -4.0630
H -2.4478 1.5343 -1.6977
H -1.5873 2.8010 -2.6942
H -3.0162 2.2812 -4.5801
H -3.7474 0.9595 -3.6704
H -2.1732 5.9113 -2.9159
H -2.8570 8.2213 -1.8060
H -6.3956 6.3780 -3.0418
N 2.5001 -2.9001 5.8654
C 2.7263 -3.6298 6.9623
C 2.9658 -3.0864 8.2144
C 2.9781 -1.7095 8.3438
C 2.7479 -0.9327 7.2192
C 2.5143 -1.5726 6.0115
H 2.7146 -4.7042 6.8218
H 3.1410 -3.7287 9.0665
H 3.1648 -1.2490 9.3056
H 2.7501 0.1477 7.2758
H 2.3300 -0.9926 5.1117
N 4.2943 -6.7140 7.1228
C 4.1207 -7.5506 8.1467
C 4.5515 -8.8682 8.1490
C 5.1980 -9.3496 7.0223
C 5.3874 -8.4973 5.9469
C 4.9207 -7.1964 6.0495
H 3.6076 -7.1347 9.0081
H 4.3838 -9.4987 9.0111
H 5.5486 -10.3728 6.9831
H 5.8859 -8.8322 5.0479
H 5.0496 -6.4932 5.2334
N 0.4265 -8.5555 2.7656
C 0.7405 -8.5023 4.0590
C 1.2192 -7.3616 4.6877
C 1.3836 -6.2139 3.9317
C 1.0601 -6.2523 2.5856
C 0.5866 -7.4421 2.0535
H 0.5983 -9.4239 4.6126
H 1.4563 -7.3689 5.7436
H 1.7541 -5.3000 4.3853
H 1.1702 -5.3735 1.9658
H 0.3173 -7.5153 1.0050
N 7.1234 3.1192 -5.6130
C 5.9127 3.5900 -5.9049
C 5.0065 2.9348 -6.7257
C 5.3834 1.7221 -7.2813
C 6.6409 1.2173 -6.9917
C 7.4679 1.9511 -6.1538
H 5.6631 4.5436 -5.4502
H 4.0337 3.3650 -6.9239
H 4.7080 1.1788 -7.9300
H 6.9748 0.2757 -7.4046
H 8.4583 1.5917 -5.8983
N -2.6475 -3.0242 8.9356
C -1.5124 -2.6007 8.3834
C -0.9268 -3.1943 7.2751
C -1.5537 -4.2939 6.7107
C -2.7346 -4.7506 7.2735
C -3.2371 -4.0809 8.3798
H -1.0533 -1.7405 8.8590
H -0.0028 -2.8079 6.8648
H -1.1269 -4.7879 5.8454
H -3.2556 -5.6063 6.8660
H -4.1598 -4.4021 8.8505
N -4.9159 3.4306 -11.3879
C -6.1837 3.7825 -11.5994
C -7.1121 3.9695 -10.5855
C -6.6996 3.7736 -9.2794
C -5.3866 3.4063 -9.0399
C -4.5380 3.2511 -10.1251
H -6.4618 3.9220 -12.6379
H -8.1269 4.2613 -10.8151
H -7.3908 3.9079 -8.4564
H -5.0299 3.2453 -8.0317
H -3.4996 2.9689 -9.9834
N 5.5554 -3.6180 10.7986
C 6.2020 -4.5955 10.1649
C 7.5277 -4.5123 9.7686
C 8.2229 -3.3462 10.0426
C 7.5676 -2.3175 10.6992
C 6.2407 -2.5046 11.0542
H 5.6209 -5.4898 9.9669
H 8.0007 -5.3404 9.2589
H 9.2595 -3.2407 9.7493
H 8.0727 -1.3903 10.9322
H 5.6910 -1.7261 11.5725
N -7.7734 7.3857 -9.0463
C -8.8104 8.2195 -8.9932
C -9.2307 8.8533 -7.8329
C -8.5372 8.6044 -6.6603
C -7.4566 7.7380 -6.6959
C -7.1180 7.1597 -7.9098
H -9.3262 8.3840 -9.9327
H -10.0788 9.5235 -7.8503
H -8.8333 9.0788 -5.7333
H -6.8862 7.5160 -5.8034
H -6.2761 6.4783 -7.9862
*
```

**Orbital gap**: 7.346 eV
**Total energy**: -9892.591269 a.u.

Löwdin atomic charge list, values in e, 4 entries: atom 1 (C): -0.060, atom 2 (C): -0.379, atom 3 (C): -0.073, atom 4 (C): -0.128

***

[3]
C25H28F5O2Pm as an isolated structure at a distorted geometry. Source: OMol25; level of theory: ωB97M-V with the def2-TZVPD basis set.

```
! RIJCOSX wB97M-V def2-TZVPD def2/J DEFGRID3
* xyz 0 5
O -3.9226 0.3405 -2.1470
C -3.9649 -0.5904 -3.2838
C -5.2331 -0.0269 -3.8821
H -4.0697 -1.6216 -2.9401
H -3.1056 -0.4833 -3.9528
C -5.1108 0.9872 -2.7083
H -6.0881 -0.7012 -3.8112
H -5.1037 0.3866 -4.8872
C -6.2458 0.9502 -1.6985
H -6.3976 -0.0716 -1.3281
H -7.1656 1.3464 -2.1551
H -5.9707 1.5812 -0.8447
C -4.8082 2.3979 -3.1881
H -3.9605 2.3992 -3.8883
H -4.5649 3.0298 -2.3250
H -5.6964 2.8124 -3.6896
Pm 1.8488 0.1174 1.2170
C 3.9205 1.7149 0.7599
C 4.2966 0.4635 0.1931
C 3.4872 0.2315 -0.9566
H 5.0563 -0.2131 0.5942
C 2.5745 1.3235 -1.0746
C 2.8482 2.2450 -0.0228
H 2.3474 3.2009 0.1412
H 4.3965 2.1878 1.6253
H 3.5846 -0.6187 -1.6353
H 1.8278 1.4442 -1.8553
C 2.1485 0.9844 3.6649
C 1.6270 2.1014 2.9472
C 0.2752 1.8103 2.5937
H 2.1731 3.0156 2.6992
C -0.0310 0.5017 3.0782
C 1.1190 0.0002 3.7521
H 1.2124 -0.9758 4.2259
H 3.1627 0.8862 4.0578
H -0.4189 2.4923 2.0964
H -0.9798 -0.0191 2.9562
O -0.2089 -0.5434 -0.0143
C -0.7986 0.7194 -0.4552
C -1.2924 0.4668 -1.8588
H -0.0582 1.5440 -0.4297
H -1.5974 0.9690 0.2531
C -1.4817 -1.0616 -1.9300
H -0.5313 0.8136 -2.5685
H -2.2047 1.0182 -2.0508
C -0.3896 -1.5846 -1.0315
H -1.4318 -1.4451 -2.9488
H -2.4403 -1.3723 -1.4961
H 0.5540 -1.6844 -1.5858
H -0.6178 -2.5310 -0.5255
F 5.5090 -0.2250 3.3375
C 4.8424 -1.3870 3.0872
C 3.6467 -1.4014 2.4041
C 3.0314 -2.6085 2.1748
F 1.8365 -2.6265 1.4303
C 3.5530 -3.8228 2.6377
F 2.8925 -4.9790 2.4204
C 4.7689 -3.7983 3.3269
F 5.3191 -4.9515 3.7660
C 5.4193 -2.5812 3.5467
F 6.6113 -2.5581 4.1825
*
```

**Orbital gap (spin up / spin down)**: 8.397 / 8.466 eV
**Total energy**: -2227.534504 a.u.
**Expectation value of S²**: 6.01

Löwdin atomic charge list, values in e, 4 entries: atom 1 (O): -0.149, atom 2 (C): -0.181, atom 3 (C): -0.068, atom 4 (H): 0.122

***

Look up the total energy of the third one. -2227.534504 a.u.

***

Among the records above, which one has the highest total energy? C25H28F5O2Pm

***

Among the records above, which one has the highest total energy? C25H28F5O2Pm

***

What is the formula in the third record? C25H28F5O2Pm